The following is a quantum chemistry calculation of a single C3H2ClN3O molecule in a non-equilibrium geometry, from the OMol25 dataset.

CARTESIAN COORDINATES (ANGSTROEM)
H1 0.547 0.133 -3.090
N1 0.548 0.702 -2.152
C1 0.336 0.254 -1.038
N2 -0.214 -1.028 -0.657
C2 -0.649 -1.194 0.594
O1 -0.500 -0.367 1.614
C3 0.044 0.906 1.157
Cl1 0.392 1.546 2.667
N3 0.473 1.304 -0.019
H2 -0.976 -2.255 0.925

Output
SMILES   [H]/N=c1\ncoc(Cl)n1
LUMO   0.1 eV
Highest occupied orbital energy   -10.116 eV
Frontier orbital gap   10.19 eV



The following is a quantum chemistry calculation of a 2-piece molecular cluster, C3H2ClN3O2 overall in a non-equilibrium geometry, from the OMol25 dataset.

CARTESIAN COORDINATES (ANGSTROEM)
C1 0.686 -0.537 1.442
C2 1.658 2.285 0.463
C3 -0.950 -1.780 -0.079
N1 -0.217 2.237 1.849
N2 -0.977 -1.402 -1.339
N3 -0.067 -0.973 0.639
O1 -1.519 -2.748 0.334
O2 0.630 2.401 1.066
Cl1 2.379 3.385 -0.646
H1 -0.343 -0.709 -1.760
H2 -1.280 -2.159 -1.970

Output
Spin multiplicity   3
LUMO (spin up / spin down)   0.2 / -1.9 eV
Highest occupied orbital energy (spin up / spin down)   -8.054 / -9.160 eV
Frontier orbital gap (spin up / spin down)   8.30 / 7.30 eV



The following is a quantum chemistry calculation of a single C3H2ClN3S molecule in a non-equilibrium geometry, from the OMol25 dataset.

CARTESIAN COORDINATES (ANGSTROEM)
C1 -0.542 -0.550 0.228
C2 -1.733 -0.036 -0.011
C3 0.098 1.669 -0.344
N1 0.421 0.386 0.076
N2 2.576 0.573 0.678
N3 1.719 0.047 0.170
S1 -1.628 1.648 -0.460
Cl1 1.882 -1.769 -0.866
H1 -0.093 -1.506 0.289
H2 -2.700 -0.461 0.240

Output
LUMO (spin up / spin down)   -1.3 / -1.3 eV
Highest occupied orbital energy (spin up / spin down)   -10.109 / -10.109 eV
Frontier orbital gap (spin up / spin down)   8.77 / 8.77 eV



The following is a quantum chemistry calculation of a single C3H2ClNO molecule in a non-equilibrium geometry, from the OMol25 dataset.

CARTESIAN COORDINATES (ANGSTROEM)
O1 0.422 1.041 -2.820
C1 0.392 0.680 -1.718
C2 0.729 0.279 -0.497
N1 0.302 -0.171 0.784
C3 -0.858 -0.441 1.247
Cl1 -1.034 -0.914 2.856
H1 1.844 0.070 -0.705
H2 -1.797 -0.545 0.853

Output
SMILES   O=C=C/N=C/Cl
LUMO   0.2 eV
Highest occupied orbital energy   -8.909 eV
Frontier orbital gap   9.06 eV



The following is a quantum chemistry calculation of a 2-piece molecular cluster, C3H2ClNO2 overall in a non-equilibrium geometry, from the OMol25 dataset.

CARTESIAN COORDINATES (ANGSTROEM)
C1 0.784 0.540 1.182
C2 0.465 -0.859 1.242
C3 -0.630 0.038 -1.031
N1 0.080 -0.075 0.150
O1 1.210 1.587 1.527
O2 0.388 -1.974 1.628
Cl1 -1.466 1.563 -1.187
H1 -1.272 -0.809 -1.243
H2 0.441 -0.012 -2.269

Output
LUMO   -0.6 eV
Highest occupied orbital energy   -10.493 eV
Frontier orbital gap   9.85 eV



The following is a quantum chemistry calculation of a 2-piece molecular cluster, C3H2ClNO2 overall in a non-equilibrium geometry, from the OMol25 dataset.

CARTESIAN COORDINATES (ANGSTROEM)
C1 1.220 1.707 -0.076
C2 -1.535 0.262 0.295
C3 0.872 0.478 -0.559
N1 -1.738 -0.659 1.005
O1 1.308 2.768 0.338
O2 -1.677 1.104 -0.560
Cl1 1.805 -0.959 0.034
H1 0.705 0.591 -1.629
H2 -1.351 -1.053 1.854

Output
Spin multiplicity   3
LUMO (spin up / spin down)   0.5 / -2.5 eV
Highest occupied orbital energy (spin up / spin down)   -6.472 / -11.379 eV
Frontier orbital gap (spin up / spin down)   7.02 / 8.88 eV



The following is a quantum chemistry calculation of a single C3H2ClNO2S molecule in a non-equilibrium geometry, from the OMol25 dataset.

CARTESIAN COORDINATES (ANGSTROEM)
C1 -1.372 -0.422 0.661
C2 -0.111 1.484 0.090
C3 -1.756 -1.548 0.444
N1 -1.052 0.882 0.747
O1 2.480 -0.477 -1.790
O2 0.829 1.028 -0.684
S1 1.505 -0.583 -0.764
Cl1 -2.732 -2.877 0.474
H1 2.169 -0.179 0.470
H2 0.041 2.691 0.353

Output
LUMO   0.0 eV
Highest occupied orbital energy   -9.249 eV
Frontier orbital gap   9.23 eV



The following is a quantum chemistry calculation of C3H2ClNOS as an isolated structure in a non-equilibrium geometry, from the OMol25 dataset.

CARTESIAN COORDINATES (ANGSTROEM)
C1 0.692 0.765 0.003
C2 1.128 -0.621 0.125
C3 -0.716 0.820 -0.116
N1 0.179 -1.515 0.205
O1 -2.102 -1.663 -0.721
S1 -1.283 -0.899 0.329
Cl1 -1.544 2.272 0.003
H1 1.434 1.498 -0.116
H2 2.209 -0.656 0.289

Output
LUMO   -1.2 eV
Highest occupied orbital energy   -9.804 eV
Frontier orbital gap   8.57 eV



no.,calculated total energy (Ha),molar mass (g/mol)
1,-815.143650,131.522
2,-890.120738,147.521
3,-1137.975419,147.590
4,-705.613037,103.508
5,-780.809793,119.507
6,-780.780967,119.507
7,-1178.958276,151.574
8,-1103.791158,135.575